No. 1
Computed, not measured: a 2-piece molecular cluster, C5H6N2OS2 overall at a distorted geometry, with wB97M-V/def2-TZVPD.

The calculation puts the HOMO-LUMO gap (alpha / beta) at 0.2523 / 0.2937 Ha. The energy relative to the best compared isomer or geometry (same formula, charge and spin) is 171.5 kJ/mol.

Each line ends with the Löwdin charge.
Positions of all 16 atoms, in Å:
1 C 1.416 -1.244 2.629  -0.10
2 C 1.074 -0.778 1.437  -0.14
3 C -0.695 -0.848 2.698  -0.13
4 C -0.963 0.263 0.586  -0.31
5 C -0.227 1.598 -3.531  -0.52
6 N 0.236 -1.368 3.436  0.10
7 N -0.234 -0.391 1.473  -0.05
8 O -2.072 0.575 0.482  0.16
9 S 0.439 -0.476 -1.679  0.22
10 S -0.876 -0.026 -3.060  0.31
11 H 2.372 -1.654 2.921  0.10
12 H 1.681 -0.670 0.465  0.09
13 H -1.690 -0.646 2.966  0.12
14 H -0.654 2.340 -2.699  0.07
15 H -0.681 1.829 -4.596  0.06
16 H 0.874 1.496 -3.529  0.01

---

No. 2
Computed, not measured: a 2-piece molecular cluster, C4H9N overall at a distorted geometry, with wB97M-V/def2-TZVPD.

The calculation puts the HOMO-LUMO gap (alpha / beta) at 0.2180 / 0.2191 Ha. The net charge is -1. Its multiplicity is 2. Its expectation value of S² is 0.7625. The energy relative to the best compared isomer or geometry (same formula, charge and spin) is 237.1 kJ/mol.

Each line ends with the Löwdin spin population.
Positions of all 14 atoms, in Å:
1 C 2.014 0.167 0.215  0.03
2 C 1.065 0.073 -0.997  0.09
3 C -0.206 -0.636 -0.637  0.52
4 C -1.087 1.011 0.686  0.14
5 N -0.953 -0.283 0.492  0.14
6 H 1.628 0.945 0.886  0.01
7 H 3.048 0.341 -0.077  0.00
8 H 1.891 -0.701 0.866  0.00
9 H 0.869 1.073 -1.397  0.03
10 H 1.595 -0.539 -1.728  0.00
11 H -0.676 -1.328 -1.331  0.04
12 H -3.399 -0.523 0.705  0.00
13 H -1.679 1.150 1.633  0.01
14 H -4.110 -0.750 0.684  0.00

---

No. 3
Computed, not measured: a 2-piece molecular cluster, C2H2O3S overall at a distorted geometry, with wB97M-V/def2-TZVPD.

The calculation puts the HOMO-LUMO gap (alpha / beta) at 0.3357 / 0.2702 Ha. The energy relative to the best compared isomer or geometry (same formula, charge and spin) is 583.2 kJ/mol.

Each line ends with the Löwdin charge.
Positions of all 8 atoms, in Å:
1 C -0.272 -0.520 0.293  -0.53
2 C -1.239 1.270 0.585  0.16
3 O -0.060 -0.432 -0.981  -0.31
4 O 2.268 -1.437 -0.889  -0.47
5 O 0.073 -1.131 1.192  0.17
6 S 1.111 -1.416 -1.764  1.04
7 H -0.820 2.062 -0.004  -0.02
8 H -1.061 1.604 1.567  -0.04